{"formula": "C2H2Cl6", "method": "the ωB97M-V functional and the def2-TZVPD basis", "spin_multiplicity": 2, "s_squared": 0.75, "relative_energy_kj_mol": 9.46, "e_tot_ev": -77239.969, "total_charge": -1, "symbols": ["Cl", "Cl", "Cl", "Cl", "Cl", "Cl", "C", "C", "H", "H"], "xyz": [[-17.52265, 11.96046, 16.48081], [-17.71364, 14.82190, 16.20451], [-15.10815, 13.53993, 16.72435], [-18.52463, 14.62661, 9.63051], [-19.59813, 13.21273, 11.92855], [-17.14591, 14.40963, 12.17613], [-16.63362, 13.42771, 15.92028], [-18.72708, 14.63082, 11.40414], [-19.22592, 15.57368, 11.62836], [-16.43424, 13.33152, 14.85300]]}